No. 1
Computed, not measured: C38H35GaN2O4P as an isolated structure at a distorted geometry, with ωB97M-V/def2-TZVPD.

Element x y z (Å)
C1 3.52 1.12 1.44
C2 2.43 0.01 1.05
C3 1.20 0.82 0.31
N1 -0.06 0.13 0.72
Ga1 -1.59 1.33 0.75
C4 -3.09 0.42 -0.35
C5 -4.57 0.69 0.19
C6 -5.70 -0.22 -0.43
C7 -7.21 -0.11 -0.07
C8 -7.59 0.96 1.00
C9 -6.48 1.87 1.63
C10 -4.97 1.74 1.26
P1 -1.16 3.40 -0.35
N2 0.07 4.23 0.30
H1 4.00 1.58 0.51
H2 4.30 0.62 2.11
H3 2.98 1.95 2.02
H4 2.82 -0.86 0.42
H5 1.96 -0.37 2.04
H6 1.28 1.91 0.62
H7 1.36 0.63 -0.82
H8 -0.27 -0.53 -0.06
H9 -2.11 1.63 2.25
H10 -2.89 -0.70 -0.33
H11 -3.04 0.81 -1.44
H12 -5.40 -1.01 -1.20
H13 -7.96 -0.82 -0.55
H14 -8.68 1.05 1.30
H15 -6.86 2.64 2.39
H16 -4.16 2.39 1.74
H17 -0.90 3.04 -1.73
H18 -2.34 4.24 -0.27
H19 -0.23 5.16 0.64
C11 -7.74 -6.73 3.14
C12 -6.92 -7.85 3.05
C13 -5.55 -7.70 2.87
C14 -4.99 -6.42 2.77
C15 -5.82 -5.30 2.84
C16 -7.19 -5.46 3.03
C17 -5.25 -3.94 2.69
O1 -5.97 -2.96 2.75
C18 -3.80 -3.79 2.45
C19 -3.26 -2.52 2.25
C20 -1.89 -2.37 2.04
C21 -1.06 -3.49 2.04
C22 -1.59 -4.76 2.24
C23 -2.97 -4.91 2.43
C24 -3.53 -6.27 2.60
O2 -2.80 -7.25 2.60
H20 -8.81 -6.85 3.28
H21 -7.35 -8.85 3.11
H22 -4.91 -8.58 2.80
H23 -7.84 -4.59 3.10
H24 -3.90 -1.64 2.25
H25 -1.47 -1.38 1.88
H26 0.01 -3.37 1.88
H27 -0.94 -5.62 2.23
C25 4.04 4.32 -1.10
C26 3.38 3.96 -2.27
C27 4.11 3.52 -3.38
C28 5.50 3.46 -3.32
C29 6.16 3.85 -2.15
C30 5.43 4.27 -1.04
C31 7.64 3.83 -2.09
O3 8.23 4.17 -1.07
C32 8.41 3.41 -3.29
C33 9.80 3.45 -3.27
C34 10.53 3.04 -4.38
C35 9.86 2.59 -5.52
C36 8.47 2.56 -5.55
C37 7.74 2.98 -4.44
C38 6.26 2.98 -4.49
O4 5.68 2.59 -5.49
H28 3.48 4.66 -0.24
H29 2.30 4.02 -2.33
H30 3.59 3.24 -4.29
H31 5.94 4.56 -0.13
H32 10.33 3.79 -2.38
H33 11.61 3.08 -4.36
H34 10.43 2.27 -6.39
H35 7.96 2.22 -6.44

Output
HOMO level ... -4.378 eV
Total charge ... -1
Strongest force on any atom ... 4.28 eV/A
Multiplicity ... 1
Molar mass ... 684.4 Da

No. 2
Computed, not measured: C38H35KN5P2S as an isolated structure, with ωB97M-V/def2-TZVPD.

Element x y z (Å)
K1 -0.26 -0.20 -0.30
C1 0.09 3.35 0.31
P1 1.29 2.64 -0.94
C2 0.33 1.96 -2.35
C3 0.96 1.13 -3.18
C4 0.20 0.70 -4.41
C5 -0.49 1.89 -5.03
C6 -1.18 2.64 -4.18
C7 -1.12 2.19 -2.74
C8 1.81 4.26 -1.67
C9 0.93 5.08 -2.38
C10 1.35 6.28 -2.91
C11 2.67 6.70 -2.75
C12 3.56 5.90 -2.04
C13 3.13 4.68 -1.52
C14 -0.97 2.47 0.89
C15 -2.33 2.57 0.58
C16 -2.97 1.55 1.30
C17 -1.96 0.89 2.00
C18 -2.12 -0.33 2.87
P2 -2.16 -1.87 1.84
C19 -2.70 -3.14 3.06
C20 -2.61 -2.98 4.44
C21 -3.00 -3.99 5.30
C22 -3.49 -5.19 4.81
C23 -3.58 -5.37 3.43
C24 -3.19 -4.36 2.57
C25 -3.73 -1.69 0.91
C26 -3.69 -1.73 -0.47
C27 -4.85 -1.55 -1.23
C28 -6.05 -1.32 -0.59
C29 -6.11 -1.29 0.80
C30 -4.96 -1.47 1.55
N1 -0.74 1.45 1.76
H1 -0.39 4.23 -0.12
H2 0.77 3.73 1.09
H3 1.97 0.79 -3.01
H4 0.83 0.16 -5.11
H5 -0.46 2.05 -6.10
H6 -1.79 3.49 -4.47
H7 -1.67 2.82 -2.05
H8 -0.10 4.76 -2.51
H9 0.66 6.90 -3.47
H10 3.00 7.64 -3.17
H11 4.58 6.21 -1.91
H12 3.83 4.05 -0.98
H13 -2.79 3.32 -0.06
H14 -4.03 1.31 1.31
H15 -3.03 -0.27 3.48
H16 -1.26 -0.41 3.54
H17 -2.24 -2.04 4.84
H18 -2.93 -3.84 6.37
H19 -3.80 -5.98 5.48
H20 -3.96 -6.30 3.03
H21 -3.26 -4.50 1.50
H22 -2.75 -1.91 -0.98
H23 -4.79 -1.56 -2.31
H24 -6.96 -1.17 -1.17
H25 -7.05 -1.11 1.31
H26 -5.00 -1.44 2.63
C31 1.28 -3.78 -3.30
C32 1.24 -2.61 -2.35
N2 0.45 -1.58 -2.59
N3 -0.33 -1.61 -3.63
C33 -0.93 -0.36 -3.98
N4 -1.84 -0.68 -5.07
S1 -2.00 0.54 -2.71
C34 2.19 -2.55 -1.25
C35 3.31 -3.40 -1.26
C36 4.24 -3.34 -0.24
C37 4.06 -2.44 0.80
C38 2.93 -1.64 0.75
N5 2.02 -1.68 -0.22
H27 0.35 -3.81 -3.85
H28 1.41 -4.73 -2.76
H29 2.10 -3.70 -4.03
H30 -1.35 -1.26 -5.74
H31 -2.19 0.16 -5.51
H32 3.46 -4.09 -2.08
H33 5.11 -3.99 -0.26
H34 4.76 -2.36 1.62
H35 2.73 -0.93 1.54

Output
HOMO level ... -3.694 eV
Total charge ... -1
Strongest force on any atom ... 0.35 eV/A
Multiplicity ... 1
Molar mass ... 694.8 Da

No. 3
Computed, not measured: C38H36CoN7 as an isolated structure, with ωB97M-V/def2-TZVPD.

Element x y z (Å)
Co1 -0.01 -0.09 0.74
C1 -0.88 -1.89 -2.88
C2 0.58 -1.83 -2.44
C3 1.23 -0.45 -2.50
N1 1.10 0.30 -1.26
C4 1.66 1.47 -1.17
C5 2.43 2.05 -2.25
C6 2.96 3.30 -2.43
C7 2.98 4.42 -1.59
C8 2.59 4.42 -0.27
C9 2.08 3.39 0.52
C10 1.68 2.07 0.22
N2 1.28 1.25 1.17
C11 2.12 1.08 2.34
C12 3.09 -0.05 2.01
C13 2.49 -1.46 1.94
N3 1.18 -1.57 1.30
C14 0.60 -2.74 1.32
C15 1.27 -3.94 1.72
C16 0.81 -5.21 1.99
C17 -0.48 -5.73 1.97
C18 -1.61 -5.04 1.57
C19 -1.75 -3.78 1.04
C20 -0.80 -2.73 0.79
N4 -1.10 -1.63 0.15
C21 -2.26 -1.56 -0.72
C22 -1.86 -1.02 -2.10
H1 -1.22 -2.94 -2.86
H2 -0.92 -1.58 -3.93
H3 1.15 -2.50 -3.09
H4 0.70 -2.21 -1.42
H5 0.83 0.12 -3.36
H6 2.30 -0.60 -2.72
H7 2.61 1.37 -3.07
H8 3.45 3.44 -3.40
H9 3.39 5.34 -2.00
H10 2.70 5.37 0.24
H11 1.90 3.66 1.55
H12 1.50 0.82 3.21
H13 2.68 1.99 2.59
H14 3.89 -0.09 2.77
H15 3.56 0.21 1.06
H16 2.41 -1.86 2.96
H17 3.22 -2.10 1.42
H18 2.34 -3.83 1.84
H19 1.58 -5.91 2.28
H20 -0.61 -6.76 2.30
H21 -2.55 -5.58 1.68
H22 -2.77 -3.49 0.83
H23 -3.02 -0.90 -0.29
H24 -2.71 -2.55 -0.86
H25 -1.44 -0.03 -1.98
H26 -2.79 -0.91 -2.67
N5 -7.72 4.90 5.65
C23 -6.87 4.34 5.12
C24 -5.80 3.63 4.45
C25 -5.81 2.24 4.41
C26 -4.78 1.57 3.78
C27 -3.75 2.26 3.16
C28 -3.75 3.66 3.20
C29 -4.77 4.34 3.85
C30 -2.64 1.52 2.47
C31 -1.91 0.65 3.27
C32 -2.01 0.50 4.69
C33 -1.11 -0.48 5.03
C34 -0.50 -0.89 3.80
N6 -0.95 -0.22 2.77
C35 -2.45 1.81 1.11
C36 -3.27 2.69 0.34
C37 -2.69 2.79 -0.90
C38 -1.53 1.97 -0.84
N7 -1.39 1.36 0.32
H27 -6.61 1.69 4.88
H28 -4.78 0.49 3.74
H29 -2.94 4.20 2.75
H30 -4.76 5.42 3.89
H31 -2.63 1.07 5.36
H32 -0.90 -0.88 6.01
H33 0.25 -1.66 3.68
H34 -4.19 3.15 0.66
H35 -3.02 3.37 -1.75
H36 -0.81 1.82 -1.63

Output
HOMO level (alpha / beta) ... -3.917 / -3.803 eV
Total charge ... -1
Strongest force on any atom ... 0.65 eV/A
Multiplicity ... 2
<S²> ... 0.758
Molar mass ... 649.7 Da

No. 4
Computed, not measured: C38H36I2N6O3TeTi as an isolated structure at a distorted geometry, with ωB97M-V/def2-TZVPD.

Element x y z (Å)
Ti1 0.57 -0.86 -0.41
I1 -0.31 3.73 -6.53
C1 0.00 2.75 -4.69
C2 0.58 3.44 -3.64
C3 0.80 2.75 -2.47
I2 1.60 3.77 -0.81
C4 0.52 1.38 -2.29
O1 0.86 0.81 -1.16
C5 -0.11 0.73 -3.38
C6 -0.50 -0.74 -3.38
N1 -0.72 -1.34 -2.06
C7 -0.43 -2.78 -2.06
C8 1.08 -2.87 -2.23
C9 1.75 -3.87 -2.88
C10 3.14 -3.76 -3.07
C11 3.78 -2.59 -2.63
C12 3.06 -1.63 -1.97
N2 1.71 -1.76 -1.71
C13 -0.37 1.43 -4.55
H1 0.85 4.48 -3.73
H2 -1.40 -0.84 -3.99
H3 0.30 -1.30 -3.87
H4 -1.66 -1.11 -1.74
H5 -0.73 -3.20 -1.09
H6 -0.95 -3.31 -2.85
H7 1.22 -4.73 -3.25
H8 3.70 -4.54 -3.57
H9 4.83 -2.43 -2.82
H10 3.51 -0.70 -1.64
H11 -0.86 0.91 -5.36
C14 -3.50 2.82 -0.72
C15 -2.37 1.83 -0.55
O2 -2.19 0.94 -1.37
N3 -1.55 1.98 0.51
C16 -1.79 2.79 1.70
C17 -1.94 1.94 2.95
C18 -3.01 2.13 3.82
C19 -3.16 1.28 4.90
C20 -2.25 0.25 5.06
C21 -1.21 0.15 4.15
N4 -1.05 0.98 3.13
H12 -3.73 2.91 -1.78
H13 -3.26 3.80 -0.32
H14 -4.39 2.44 -0.21
H15 -0.82 1.25 0.59
H16 -2.71 3.37 1.57
H17 -0.96 3.49 1.81
H18 -3.72 2.94 3.65
H19 -3.99 1.40 5.58
H20 -2.35 -0.47 5.86
H21 -0.47 -0.64 4.23
O3 -0.89 -1.12 0.60
C22 -1.33 -2.17 1.24
C23 -2.70 -2.33 1.49
C24 -3.20 -3.45 2.11
C25 -2.33 -4.46 2.52
C26 -0.97 -4.32 2.33
C27 -0.43 -3.19 1.69
C28 0.99 -3.06 1.48
N5 1.64 -2.03 0.91
C29 2.98 -2.36 0.93
C30 3.15 -3.56 1.53
N6 1.90 -3.99 1.88
H22 -3.36 -1.53 1.16
H23 -4.26 -3.55 2.27
H24 -2.72 -5.36 2.98
H25 -0.31 -5.10 2.68
H26 3.74 -1.70 0.56
H27 4.04 -4.13 1.74
H28 1.68 -4.87 2.32
C31 2.14 2.56 2.90
Te1 2.11 0.89 1.50
C32 2.88 -0.20 3.21
C33 3.30 0.80 4.25
C34 4.03 0.40 5.36
C35 4.37 1.32 6.34
C36 3.99 2.65 6.20
C37 3.29 3.05 5.08
C38 2.93 2.13 4.10
H29 1.12 2.81 3.19
H30 2.59 3.44 2.44
H31 3.73 -0.82 2.91
H32 2.13 -0.88 3.61
H33 4.35 -0.63 5.45
H34 4.94 1.00 7.21
H35 4.25 3.37 6.97
H36 3.01 4.09 4.96

Output
HOMO level (alpha / beta) ... -4.657 / -7.346 eV
Total charge ... 0
Strongest force on any atom ... 3.54 eV/A
ΔE to the lowest compared entry with this formula, charge and spin ... 249.9 kJ/mol
Multiplicity ... 3
<S²> ... 2.025
Molar mass ... 1054.0 Da

No. 5
Computed, not measured: a 2-piece molecular cluster, C38H36N4O3S overall at a distorted geometry, with ωB97M-V/def2-TZVPD.

Element x y z (Å)
C1 2.37 5.60 -1.11
N1 2.08 4.21 -1.41
C2 3.06 3.37 -1.87
O1 4.22 3.66 -2.08
C3 2.42 2.00 -2.05
C4 3.11 0.94 -1.18
C5 4.55 0.74 -1.53
C6 5.03 0.31 -2.75
N2 6.40 0.26 -2.72
C7 6.83 0.66 -1.47
C8 8.12 0.81 -0.91
C9 8.23 1.23 0.38
C10 7.09 1.53 1.15
C11 5.83 1.40 0.63
C12 5.69 0.96 -0.70
N3 0.97 2.15 -1.71
C13 0.02 1.17 -1.80
C14 -1.30 1.37 -1.46
C15 -2.31 0.44 -1.53
C16 -3.66 0.73 -1.16
C17 -4.65 -0.26 -1.27
C18 -5.96 0.02 -0.94
C19 -6.31 1.27 -0.47
C20 -5.35 2.26 -0.35
C21 -4.05 2.00 -0.69
C22 0.73 3.58 -1.28
C23 0.29 3.64 0.18
C24 -0.22 4.28 -2.24
H1 3.43 5.79 -1.28
H2 1.79 6.26 -1.75
H3 2.14 5.82 -0.07
H4 2.49 1.72 -3.11
H5 3.03 1.25 -0.14
H6 2.59 -0.01 -1.26
H7 4.41 0.07 -3.60
H8 7.01 0.02 -3.50
H9 8.98 0.59 -1.51
H10 9.21 1.35 0.82
H11 7.21 1.86 2.17
H12 4.96 1.63 1.21
H13 0.33 0.21 -2.16
H14 -1.57 2.35 -1.11
H15 -2.08 -0.55 -1.88
H16 -4.38 -1.24 -1.64
H17 -6.71 -0.75 -1.04
H18 -7.34 1.49 -0.22
H19 -5.63 3.24 0.00
H20 -3.33 2.79 -0.59
H21 1.06 3.21 0.81
H22 0.15 4.67 0.49
H23 -0.63 3.10 0.37
H24 0.20 4.27 -3.25
H25 -1.20 3.80 -2.30
H26 -0.37 5.32 -1.95
C25 -7.18 -2.67 3.26
C26 -6.57 -3.71 3.92
C27 -5.41 -4.27 3.41
C28 -4.87 -3.77 2.24
S1 -3.40 -4.51 1.54
C29 -2.04 -3.57 2.24
C30 -0.75 -3.93 1.96
C31 0.35 -3.22 2.54
C32 1.63 -3.57 2.26
C33 1.93 -4.63 1.40
C34 3.25 -4.95 1.10
N4 4.36 -5.20 0.85
C35 0.87 -5.35 0.84
C36 -0.42 -5.03 1.11
O2 -3.25 -5.90 2.12
O3 -3.40 -4.24 0.05
C37 -5.48 -2.73 1.59
C38 -6.63 -2.17 2.09
H27 -8.09 -2.25 3.65
H28 -7.00 -4.10 4.83
H29 -4.94 -5.10 3.90
H30 -2.26 -2.74 2.88
H31 0.14 -2.40 3.20
H32 2.45 -3.02 2.71
H33 1.10 -6.18 0.19
H34 -1.22 -5.61 0.69
H35 -5.05 -2.37 0.67
H36 -7.11 -1.36 1.58

Output
HOMO level ... -4.887 eV
Total charge ... 0
Strongest force on any atom ... 3.32 eV/A
ΔE to the lowest compared entry with this formula, charge and spin ... 105.8 kJ/mol
Multiplicity ... 1
Molar mass ... 628.8 Da

> molar mass of number 5 (C38H36N4O3S)?

628.8 Da

> Among the records above, which one has the lowest strongest force on any atom?

C38H35KN5P2S

> Which of these has the highest molar mass?

C38H36I2N6O3TeTi